{
  "formula": "C55H49AsBrF4IrN2O3P2",
  "method": "ωB97M-V with the def2-TZVPD basis set",
  "e_homo_ev": [-7.90, -7.90],
  "e_lumo_ev": [-3.665, -3.265],
  "total_energy_ev": -230111.790,
  "orbital_gap_ha": [0.1555, 0.1702],
  "multiplicity": 2,
  "total_charge": 1,
  "e_above_lowest_kcal_mol": 111.1,
  "largest_force_ha_per_bohr": 0.05282,
  "s2": 0.9414,
  "symbols": ["F", "H", "H", "C", "H", "F", "H", "H", "H", "H", "C", "O", "C", "C", "C", "C", "As", "C", "C", "H", "C", "H", "H", "C", "C", "H", "H", "H", "H", "H", "C", "C", "C", "H", "C", "H", "C", "C", "H", "C", "H", "H", "Ir", "F", "O", "C", "H", "C", "C", "C", "H", "C", "H", "H", "H", "Br", "C", "H", "H", "P", "H", "H", "C", "C", "C", "H", "C", "H", "C", "C", "C", "H", "O", "N", "H", "H", "H", "C", "C", "C", "C", "H", "H", "C", "H", "C", "C", "C", "C", "H", "H", "C", "C", "C", "H", "H", "H", "H", "F", "H", "C", "C", "C", "C", "P", "H", "C", "C", "H", "N", "H", "C", "C", "H", "C", "C", "C", "C"],
  "positions_angstrom": [[7.66780, 0.48750, 1.45050], [-0.92250, 5.11720, -2.33560], [-3.22310, -2.45600, 3.64070], [4.14620, 0.55150, -0.67210], [-0.38570, -2.36640, -0.08100], [5.37670, -0.40470, 2.59360], [-2.73540, -3.60110, -0.89330], [-5.28860, -4.40900, 3.07620], [1.74340, 2.31960, 2.23030], [-3.65920, 0.33250, -5.39080], [-3.93400, 1.85520, -3.88290], [-0.80520, 3.12700, -2.32800], [-4.02770, -5.97500, 2.33540], [-3.48950, 0.61110, -4.36440], [-5.06780, -0.30140, 1.80130], [6.51500, 0.53450, 0.77590], [-5.34740, -4.55340, -2.00360], [2.71810, -2.05490, 1.87630], [-4.33960, -0.32590, 0.62470], [-5.23510, -1.03420, 3.80450], [2.15070, -2.64480, 3.00210], [-7.69780, -5.97730, -0.88260], [-4.72910, -2.14780, -2.71310], [-3.52350, -1.84350, 2.80310], [-4.49130, -2.74410, -1.82920], [-2.47990, -3.13800, -2.58010], [-2.82660, -1.33370, -3.79550], [-1.75800, 1.70800, 4.20760], [-5.98080, -3.65950, 0.84220], [-2.92560, 2.18300, 2.23480], [3.29590, -2.86410, 0.89830], [-1.04340, 4.11530, 1.97330], [4.10990, 0.09400, 0.66800], [3.63350, -0.89800, 4.32270], [-3.63860, 2.25710, -2.62100], [-1.96020, 0.92840, 1.38970], [-2.68040, 1.48200, -1.78830], [-1.61930, 4.28030, -2.28700], [2.87080, -5.88040, 2.35060], [-1.92420, 1.76380, 2.09840], [-10.81160, -3.06160, -0.61790], [0.32560, 0.15670, 5.33480], [0.56220, 0.25970, 0.24670], [5.29380, 1.40700, -2.52940], [-0.33170, 1.03140, -1.96200], [3.35240, -4.23400, 1.07270], [-10.01640, -5.37550, -0.29950], [-7.64630, -2.71660, -1.74700], [-2.97220, -0.31550, -3.46200], [-3.17840, -1.09350, 0.54350], [-2.88030, -7.46490, 1.31340], [-3.94800, -6.20360, -0.04950], [-4.93190, -2.25390, -0.95650], [2.47180, 2.62820, 6.42260], [-0.25270, -1.44010, 4.84940], [2.62870, 0.42610, -1.80080], [-0.98940, 2.80650, 1.54650], [-9.29480, -1.36520, -1.57080], [1.66330, -2.02460, 3.73610], [2.55350, -0.27530, 1.54050], [-1.39310, -0.24010, 5.48430], [-5.96730, 0.29140, 1.86540], [-3.55080, -6.62430, 1.20910], [3.10590, 0.80930, 5.48540], [-5.28890, -4.48770, 0.94120], [-1.89750, -2.47790, 1.57560], [-0.18600, 5.06860, 1.42820], [1.79620, -4.46820, 4.05990], [-2.72460, 0.02060, -2.15060], [-4.89980, -4.90750, 2.19950], [-7.17320, -4.00530, -1.53990], [-6.99980, -1.96480, -2.18150], [-0.22940, -0.45210, 2.50210], [-0.09280, 2.38460, 0.60770], [-0.03040, -1.57430, -1.65180], [3.80700, -4.85290, 0.31460], [-2.18700, 4.33600, -1.35660], [-4.81990, -5.13030, -0.19780], [5.34320, 0.09010, 1.34600], [-0.50300, -0.38280, 4.87810], [2.53320, 2.07130, 5.50060], [1.40750, 2.96750, -0.69400], [-1.76090, 4.39960, 2.72940], [6.50690, 1.03420, -0.54080], [-4.67320, 0.24220, -0.23360], [5.31460, 1.00100, -1.25610], [2.05290, 2.62080, 4.32170], [-9.34830, -4.62500, -0.69610], [3.16900, 0.07430, 4.31480], [-3.73110, -6.30970, 3.31850], [-2.83080, 1.65020, -0.71410], [-1.18510, 1.89380, -2.04080], [-4.65960, -1.05390, 2.89150], [2.11530, 1.89400, 3.15060], [-4.55820, 2.47040, -4.51220], [-0.20660, 6.09380, 1.75790], [3.70310, -2.41150, 0.00360], [3.50260, 0.38840, 6.39580], [7.62550, 1.51240, -1.08980], [-4.06230, 3.16100, -2.21570], [-0.51630, -1.46010, -0.67780], [-2.98510, -2.84850, -1.65420], [0.72850, 3.32190, 0.06910], [0.70720, 4.64240, 0.43320], [-2.24730, -1.28190, -1.00500], [1.62510, 3.61240, 4.31670], [-8.94580, -2.37570, -1.41060], [2.64870, 0.60400, 3.13510], [-2.28990, 4.31990, -3.14780], [-1.50180, 1.20460, 3.37260], [1.37840, 5.34460, -0.03800], [-0.71820, 0.11940, 3.47340], [2.21850, -4.01490, 3.17550], [-3.58580, -6.71810, -0.93330], [-8.04730, -4.96040, -1.02800], [-2.78490, -1.86540, 1.63500], [2.82240, -4.81150, 2.21550], [-9.79790, -3.32750, -0.88050]],
  "atomic_forces_ev_per_a": [[-0.494, 0.064, -0.204], [-0.032, -0.044, 0.071], [0.038, -0.056, 0.078], [-0.400, -0.636, 0.723], [0.120, -0.143, -0.148], [0.268, 0.230, -0.343], [0.028, 0.021, -0.115], [-0.021, 0.042, 0.064], [-0.055, 0.036, -0.001], [-0.083, -0.104, -0.092], [0.261, 0.163, 0.634], [0.897, -0.587, -0.171], [0.045, -0.068, 0.062], [0.529, -0.937, -0.246], [-0.068, 0.021, 0.040], [0.714, 0.362, -0.669], [0.174, 0.387, 0.272], [-0.100, 0.065, -0.049], [0.169, 0.008, -0.096], [-0.076, -0.020, 0.096], [0.063, 0.146, -0.098], [-0.053, -0.003, 0.043], [-0.032, -0.072, 0.117], [-0.040, 0.015, 0.143], [-0.204, -0.084, -0.062], [0.026, 0.031, 0.086], [0.039, -0.072, -0.102], [-0.006, -0.242, 0.032], [-0.038, 0.043, 0.022], [0.116, -0.110, -0.141], [0.028, 0.266, 0.115], [0.164, 0.663, -0.120], [0.752, 0.896, -0.745], [0.011, -0.111, -0.006], [-0.716, 0.088, -0.082], [-0.219, 0.248, 0.164], [1.125, -0.080, -0.341], [-0.440, 0.554, -0.195], [0.014, -0.116, 0.031], [0.150, -0.374, -0.026], [-0.065, 0.008, 0.010], [0.094, 0.061, 0.020], [-0.739, -0.271, -0.540], [0.258, -0.030, 0.339], [1.063, 0.007, 0.256], [-0.011, -0.072, -0.041], [-0.022, -0.070, 0.039], [0.293, 0.105, -0.095], [-0.484, 0.569, -1.099], [0.332, -0.165, 0.041], [0.052, -0.063, -0.010], [-0.010, 0.019, -0.312], [-0.091, -0.121, -0.147], [0.025, 0.060, 0.102], [-0.012, 0.003, -0.032], [0.216, 0.253, -0.020], [0.643, -0.756, -0.699], [-0.013, 0.054, -0.023], [-0.077, -0.001, 0.102], [-1.623, -0.598, -0.633], [-0.060, 0.016, 0.085], [-0.100, 0.078, -0.021], [0.080, -0.037, 0.090], [-0.011, -0.006, 0.137], [-0.121, 0.166, -0.084], [0.085, -0.068, 0.021], [0.312, -0.932, -0.485], [-0.048, -0.020, 0.081], [-0.117, -1.221, 2.046], [-0.028, 0.012, 0.085], [0.042, -0.057, -0.099], [0.002, 0.066, 0.029], [-0.183, -0.041, -0.062], [0.814, 1.430, 0.955], [-0.147, -0.221, 0.042], [0.052, -0.052, -0.071], [-0.045, -0.019, -0.052], [-0.070, -0.051, -0.143], [-1.005, -0.403, 0.137], [0.050, -0.027, -0.129], [0.008, 0.003, -0.062], [-0.002, -0.053, -0.023], [-0.106, -0.007, 0.028], [0.048, -0.136, 0.471], [0.021, 0.018, -0.125], [0.200, 0.187, -0.286], [-0.013, 0.108, 0.172], [-0.015, -0.067, -0.002], [-0.033, 0.044, -0.216], [0.025, -0.041, 0.089], [-0.034, 0.052, 0.089], [-1.249, 0.255, 0.369], [0.059, -0.003, 0.020], [0.030, -0.262, -0.173], [-0.140, 0.124, -0.051], [-0.029, 0.146, 0.021], [0.059, -0.050, -0.077], [0.065, -0.045, 0.110], [-0.611, -0.358, 0.298], [-0.170, 0.086, 0.062], [1.855, -0.353, 0.925], [0.575, -0.057, 0.249], [-0.462, -0.750, 0.056], [-0.428, 0.864, 0.673], [-1.634, 1.591, -1.475], [-0.016, 0.106, 0.000], [-0.118, 0.077, -0.020], [0.041, 0.164, -0.092], [0.103, -0.033, 0.214], [-0.127, 0.595, -0.144], [0.068, -0.011, -0.034], [-0.019, -0.233, 0.380], [-0.029, -0.124, 0.016], [0.011, -0.030, 0.038], [0.190, -0.164, -0.005], [-0.013, 0.160, -0.072], [-0.020, 0.050, -0.020], [-0.075, 0.052, 0.039]]
}